No. 1
C60H82O32 | the ωB97M-V functional and the def2-TZVPD basis

Results
- molecular weight (g/mol) = 1315.28
- maximum force (eV/A) = 3.40
- energy above the lowest of the compared OMol25 structures with the same formula, charge and spin (kcal per mole) = 0.00
- frontier orbital gap (eV) = 7.57
- LUMO energy (eV) = -1.9

Geometry (Å):
C 0.1384 4.9936 -2.0557
C 0.5047 5.1883 -0.6032
O 1.8207 4.8385 -0.2327
O -0.0881 3.6538 -2.4962
H 0.6878 5.5827 -2.7964
H -0.7973 5.5334 -2.0331
H -0.1224 4.5685 0.0458
H 0.4481 6.2289 -0.3940
H 2.3620 5.6051 -0.2696
H 0.6983 3.1442 -2.3413
C 3.2868 0.8116 2.0482
C 2.1813 0.8740 1.0489
O 2.6192 0.1440 -0.1150
O 4.5392 1.2602 1.5111
H 3.5092 -0.2159 2.3412
H 3.0275 1.3807 2.9111
H 2.1177 1.9179 0.7967
H 1.2136 0.4640 1.3363
H 2.7242 0.6748 -0.9219
H 5.0583 0.5655 1.0709
C 5.7560 -1.5733 -0.8944
C 5.7435 -0.5815 -2.1163
O 4.4117 -0.2941 -2.5193
O 5.0029 -1.0846 0.1724
H 6.8201 -1.7409 -0.5206
H 5.4345 -2.5727 -1.2016
H 6.2742 -1.0374 -2.9386
H 6.2033 0.3145 -1.7050
H 4.1283 -1.0655 -3.0206
H 4.0555 -0.8976 -0.1245
C 5.2015 -3.6499 3.2656
C 5.5717 -4.7250 2.2425
O 6.7652 -4.3006 1.4945
O 4.5038 -2.5030 2.7250
H 6.1158 -3.2517 3.6928
H 4.6350 -3.9989 4.1307
H 4.7813 -4.9173 1.5497
H 5.7771 -5.6580 2.7948
H 6.8855 -4.9186 0.7768
H 4.9542 -2.3270 1.8616
C -5.7681 -0.1077 -0.0431
C -4.9367 -0.1954 1.1944
O -5.0953 1.0488 1.8611
O -5.9751 -1.3158 -0.7464
H -5.4436 0.5971 -0.8271
H -6.7444 0.2866 0.2696
H -3.8549 -0.3783 1.0005
H -5.2869 -1.0615 1.7818
H -6.0357 1.1208 1.9030
H -5.0841 -1.7014 -0.9302
C -5.8162 -4.7999 0.7964
C -6.3258 -3.7388 1.8301
O -7.1990 -2.7631 1.2571
O -6.8326 -5.7198 0.4442
H -4.8890 -5.2503 1.1879
H -5.5167 -4.1924 -0.0842
H -5.4358 -3.3751 2.3097
H -6.9845 -4.3474 2.5616
H -6.7367 -2.4139 0.4625
H -7.6199 -5.1807 0.2644
C 1.3399 -3.3654 4.1098
C 1.4953 -2.0504 4.9509
O 2.8151 -1.6368 5.1505
O 1.6655 -3.2000 2.7453
H 0.3218 -3.6567 4.0881
H 2.0729 -4.1388 4.5102
H 1.0524 -2.1861 5.9517
H 0.8774 -1.2295 4.5446
H 3.2587 -1.3888 4.3417
H 2.4535 -2.6266 2.7243
C -0.9758 -0.2786 -0.8458
C -2.2825 -0.7640 -1.4329
O -3.0900 -1.7410 -0.8030
O 0.0339 -1.3004 -0.9560
H -0.9867 -0.0034 0.2219
H -0.7491 0.5850 -1.5071
H -2.0356 -1.0490 -2.4442
H -3.0064 0.0801 -1.5735
H -2.6089 -2.5676 -0.9257
H 0.9332 -0.9296 -0.8138
C -0.9001 2.7752 1.8070
C -2.0551 3.1706 2.6512
O -2.3057 4.5707 2.6437
O 0.1853 3.5102 2.3857
H -1.0957 3.0902 0.7771
H -0.7131 1.6804 1.9407
H -1.8828 2.8607 3.7091
H -3.0079 2.7514 2.2638
H -1.5532 5.0753 2.7641
H 0.9351 3.4745 1.8339
C 1.4127 -0.0009 -5.1101
C 2.3071 0.8619 -5.5894
C 1.8278 2.1061 -6.2785
O 2.6924 2.8593 -6.6551
C 0.4274 2.4689 -6.3767
C -0.4344 1.5036 -6.0470
C -0.0600 0.3177 -5.2863
O -0.9427 -0.3371 -4.7405
H 1.6523 -0.8712 -4.5416
H 3.3852 0.8445 -5.4574
H 0.2011 3.4766 -6.6690
H -1.4631 1.6981 -6.2295
C -4.2375 4.6640 -0.6287
C -4.3302 3.3879 -1.0181
C -3.8145 2.9313 -2.2852
O -3.7963 1.7311 -2.4959
C -3.2229 3.9176 -3.2264
C -3.2579 5.1814 -2.9282
C -3.6868 5.6758 -1.5923
O -3.5314 6.8081 -1.2016
H -4.5830 5.0465 0.2833
H -4.6792 2.5912 -0.3631
H -2.9664 3.4840 -4.1691
H -2.9471 6.0435 -3.5647
C 5.1577 4.1000 -3.7222
C 3.8792 3.7493 -3.4675
C 3.5139 2.9042 -2.3268
O 2.4857 2.2674 -2.3601
C 4.4750 2.9416 -1.1837
C 5.6931 3.4716 -1.3130
C 6.1664 4.0797 -2.6389
O 7.2811 4.5131 -2.7289
H 5.4339 4.6284 -4.5899
H 3.0712 3.9370 -4.1177
H 4.0906 2.5019 -0.2487
H 6.4238 3.4994 -0.5415
C -3.0783 -1.1987 -6.3254
C -2.9373 -2.3256 -5.6197
C -3.7059 -2.4673 -4.2926
O -3.4836 -3.4190 -3.5942
C -4.6661 -1.4227 -3.8854
C -4.8186 -0.2932 -4.5932
C -3.9150 -0.0671 -5.7627
O -3.9389 0.9522 -6.3969
H -2.5284 -1.0246 -7.2275
H -2.4678 -3.3200 -5.7945
H -5.1447 -1.6076 -2.9216
H -5.3895 0.5469 -4.2910
C 0.4015 1.9848 6.0626
C 1.5729 2.5332 5.8716
C 2.6925 2.3951 6.8480
O 3.8768 2.6090 6.6211
C 2.3332 1.8277 8.1430
C 1.1587 1.2183 8.2626
C 0.0848 1.2100 7.2538
O -0.9371 0.5326 7.4330
H -0.4208 2.1076 5.4009
H 1.8252 3.1754 4.9690
H 3.1484 1.8938 8.9204
H 0.9634 0.6702 9.1317
C -2.5289 -2.6040 4.9811
C -1.8181 -1.5184 4.6392
C -1.4051 -1.3266 3.2030
O -0.9172 -0.3325 2.7313
C -1.6965 -2.5100 2.3227
C -2.3973 -3.6160 2.6770
C -2.9260 -3.7299 4.0573
O -3.6100 -4.6732 4.3855
H -2.9326 -2.6938 5.9592
H -1.4098 -0.7465 5.3531
H -1.3758 -2.4470 1.2746
H -2.4906 -4.4703 2.0045
C 2.3959 -3.9228 -1.4822
C 1.2883 -4.1667 -0.7894
C -0.0126 -4.1064 -1.4073
O -1.0047 -4.4000 -0.8198
C -0.1302 -3.7738 -2.8141
C 0.9584 -3.5207 -3.5423
C 2.2901 -3.5991 -2.8964
O 3.2312 -3.5651 -3.6762
H 3.4341 -4.2347 -1.1809
H 1.3418 -4.6156 0.2410
H -1.1104 -3.9373 -3.2618
H 1.0157 -3.4377 -4.5849

***

No. 2
C60H83F4N9 | the ωB97M-V functional and the def2-TZVPD basis

Results
- molecular weight (g/mol) = 1006.38
- maximum force (eV/A) = 19.96
- energy above the lowest of the compared OMol25 structures with the same formula, charge and spin (kcal per mole) = 248.50
- frontier orbital gap (eV) = 6.64
- LUMO energy (eV) = -0.2

Geometry (Å):
C -1.2830 -4.2448 -1.7174
C -1.1233 -3.5964 -0.3254
C -1.9930 -2.3566 -0.1465
C -3.4286 -2.7398 -0.3402
N -4.5361 -3.0849 -0.4683
H -0.8249 -5.2334 -1.6879
H -0.8864 -3.6894 -2.5674
H -2.3474 -4.4242 -1.8684
H -0.0806 -3.3019 -0.2064
H -1.2520 -4.3244 0.4756
H -1.6490 -1.5150 -0.7478
H -1.9604 -1.9842 0.8774
C 0.6961 0.5714 2.9565
C 1.9976 0.8772 3.6735
C 2.6491 -0.3533 4.4768
C 3.2763 -1.2903 3.5354
N 3.7613 -2.0024 2.7935
H 0.1796 1.4148 2.4982
H 0.0057 0.0949 3.6524
H 0.8773 -0.2524 2.2662
H 1.8118 1.7493 4.3004
H 2.7619 1.1250 2.9369
H 1.9590 -0.9158 5.1056
H 3.4088 0.0307 5.1577
C 1.5507 1.3748 -2.2334
C 2.4872 1.4270 -3.4392
C 1.8309 2.0328 -4.6261
C 1.2290 3.3598 -4.4658
N 0.6816 4.3970 -4.3858
H 0.6254 0.8380 -2.4425
H 1.3740 2.3941 -1.8901
H 2.0479 0.9004 -1.3873
H 2.7661 0.3967 -3.6601
H 3.3612 2.0330 -3.2005
H 0.9483 1.4726 -4.9349
H 2.6003 2.0042 -5.3977
C -4.1647 -2.7637 2.2589
C -4.7376 -1.3919 1.9867
C -3.9540 -0.6791 0.8998
C -2.6344 -0.1786 1.2154
N -1.5793 0.1836 1.4896
H -3.1758 -2.8056 2.7154
H -4.0566 -3.3196 1.3275
H -4.8515 -3.3181 2.8984
H -4.7724 -0.8668 2.9412
H -5.7862 -1.4492 1.6944
H -4.4895 0.1459 0.4300
H -3.7034 -1.4113 0.1322
C 1.4660 -0.4552 0.2302
C -0.0386 -0.6898 0.2030
C -0.6618 0.7099 -0.1318
C -0.6966 1.7469 0.8772
N -0.7291 2.5832 1.6753
H 2.1074 -1.3255 0.3690
H 1.8037 0.2200 1.0165
H 1.8108 0.0018 -0.6974
H -0.3948 -1.0776 1.1574
H -0.3048 -1.4563 -0.5248
H -1.7235 0.5878 -0.3463
H -0.0771 1.0827 -0.9727
C 0.8790 5.0873 1.1735
C -0.0167 4.4222 2.2372
C 0.7521 3.8592 3.4407
C 2.0348 3.0830 3.2433
N 2.9947 2.4364 3.1984
H 1.5940 4.3314 0.8487
H 1.4978 5.8968 1.5607
H 0.2635 5.5557 0.4055
H -0.5620 3.5453 1.8880
H -0.8111 5.0440 2.6500
H 0.1532 3.1896 4.0580
H 0.8830 4.6196 4.2106
C -0.3990 -2.1464 2.3706
C -0.3930 -3.4714 3.1868
C 0.5473 -3.4274 4.4252
C 0.3835 -2.2426 5.2868
N 0.3371 -1.3123 5.9866
H -0.7456 -1.3923 3.0772
H -1.1765 -2.1786 1.6073
H 0.4742 -1.8651 1.7820
H 0.0151 -4.2721 2.5699
H -1.3990 -3.7705 3.4810
H 1.5781 -3.4982 4.0779
H 0.3642 -4.2927 5.0622
C 6.3499 -1.3495 -2.4031
C 4.9463 -0.9985 -2.9444
C 4.2042 0.0962 -2.1721
C 3.5408 -0.3587 -0.9769
N 2.9907 -0.7552 -0.0236
H 7.0091 -0.4885 -2.2926
H 6.8058 -2.0528 -3.1001
H 6.3578 -1.8494 -1.4345
H 4.3111 -1.8837 -2.9766
H 5.0276 -0.8154 -4.0159
H 3.5069 0.6293 -2.8183
H 4.9710 0.7673 -1.7851
C -3.0802 3.0475 0.5078
C -2.9820 3.2363 2.0725
C -2.8910 1.8982 2.8515
C -4.0650 1.0540 2.7720
N -4.9899 0.3947 2.6456
H -3.3976 4.0036 0.0916
H -3.8824 2.3637 0.2303
H -2.1534 2.7738 0.0036
H -3.8424 3.8323 2.3769
H -2.1124 3.8743 2.2300
H -2.5625 1.9489 3.8895
H -2.1051 1.3447 2.3375
F -4.2084 0.9410 -0.2318
C -3.3457 0.5737 -1.1302
C -3.5817 -0.5256 -1.9449
C -2.7110 -0.7927 -2.9851
C -1.6106 0.0103 -3.2528
C -1.4681 1.1867 -2.5071
C -2.3198 1.4310 -1.4448
H -4.3867 -1.1238 -1.5444
H -2.9721 -1.7039 -3.5028
H -0.9119 -0.0750 -4.0719
H -0.6916 1.8773 -2.8011
H -2.2640 2.3936 -0.9584
F -1.6807 -1.9900 -3.7517
C -0.3201 -1.9956 -3.6905
C 0.3347 -1.3054 -2.6512
C 1.7432 -1.3647 -2.5586
C 2.4370 -2.0174 -3.5456
C 1.7902 -2.6054 -4.5777
C 0.3902 -2.6544 -4.6288
H -0.2305 -0.7564 -1.9125
H 2.2706 -0.8251 -1.7859
H 3.4902 -2.2480 -3.4833
H 2.2948 -3.1632 -5.3527
H -0.1169 -3.2647 -5.3615
F -2.9121 6.9662 -0.9742
C -1.9461 6.0578 -1.1613
C -1.7503 5.0317 -0.2097
C -0.8105 4.0114 -0.4381
C -0.1155 3.9908 -1.6343
C -0.3964 4.9992 -2.6303
C -1.2788 6.0301 -2.3606
H -2.3578 4.9792 0.6816
H -0.7736 3.1760 0.2454
H 0.6574 3.2472 -1.7614
H 0.1395 5.0194 -3.5678
H -1.5232 6.8631 -3.0031
F 0.8634 -5.4608 2.2532
C 1.3122 -4.5723 1.3257
C 1.1370 -4.8988 -0.0189
C 1.6531 -4.0646 -1.0253
C 2.3567 -2.9242 -0.6998
C 2.5017 -2.6103 0.6960
C 2.0136 -3.4424 1.7001
H 0.6248 -5.8322 -0.2001
H 1.4059 -4.3809 -2.0279
H 2.7238 -2.3120 -1.5103
H 3.0016 -1.6802 0.9226
H 2.1577 -3.3681 2.7678